# 1
The following is a quantum chemistry calculation of a gas-phase ion, C6H12O (charge +1) in a non-equilibrium geometry, from the Open Molecules 2025 dataset.

Molecular weight: 100.16 g/mol
Relative energy (zero: lowest compared OMol25 entry of this formula, charge and spin): 94.2 kJ/mol
⟨S²⟩: 0.7573
2S+1: 2
Total charge: +1
Lowest unoccupied orbital energy (spin up / spin down): -5.50 / -9.56 eV
HOMO-LUMO gap (spin up / spin down): 10.1 / 6.0 eV

Positions of all 19 atoms, in Å:
O -1.278 -2.750 0.480
C -1.224 -1.877 1.263
C -0.320 -0.615 1.185
C -0.191 -0.052 -0.212
C -1.511 0.353 -0.828
C 0.833 1.115 -0.095
C 2.114 0.779 -0.848
H -1.834 -1.928 2.199
H 0.636 -0.987 1.557
H -0.735 0.102 1.896
H 0.245 -0.823 -0.842
H -2.160 -0.514 -0.959
H -2.058 1.095 -0.238
H -1.426 0.750 -1.838
H 1.093 1.346 0.938
H 0.344 1.979 -0.531
H 2.738 0.058 -0.298
H 1.928 0.349 -1.827
H 2.807 1.620 -1.002

# 2
The following is a quantum chemistry calculation of 2 unconnected molecules or ions with the total composition C6H12O2 in a non-equilibrium geometry, from the Open Molecules 2025 dataset.

Molecular weight: 116.16 g/mol
Relative energy (zero: lowest compared OMol25 entry of this formula, charge and spin): 225.1 kJ/mol
Lowest unoccupied orbital energy: 0.73 eV
HOMO-LUMO gap: 8.6 eV
SMILES: C/C=C/C=C(/C)O.O

Positions of all 20 atoms, in Å:
C -1.560 -2.778 0.273
C -0.587 -1.643 0.529
C 0.215 -1.172 -0.422
C 1.093 0.006 -0.227
C 1.058 1.036 -1.082
C 2.098 2.094 -1.173
O 0.063 1.177 -2.002
H -2.191 -2.862 1.159
H -2.286 -2.517 -0.493
H -0.948 -3.669 0.179
H -0.535 -1.319 1.561
H 0.155 -1.511 -1.453
H 1.830 0.033 0.548
H 1.948 2.878 -0.435
H 2.164 2.477 -2.163
H 3.130 1.830 -0.935
H -0.638 0.640 -1.773
O -1.562 1.437 2.472
H -2.186 2.089 2.128
H -1.262 1.774 3.310

# 3
The following is a quantum chemistry calculation of 2 unconnected molecules or ions with the total composition C6H12O2 in a non-equilibrium geometry, from the Open Molecules 2025 dataset.

Molecular weight: 116.16 g/mol
Relative energy (zero: lowest compared OMol25 entry of this formula, charge and spin): 109.1 kJ/mol
Lowest unoccupied orbital energy: 0.62 eV
HOMO-LUMO gap: 10.1 eV
SMILES: CC(C)=O.CC(C)=O

Positions of all 20 atoms, in Å:
C -2.025 0.126 -1.631
C -2.984 0.560 -0.534
C -2.265 1.110 0.777
O -4.166 0.506 -0.763
H -1.200 -0.459 -1.191
H -1.597 0.991 -2.165
H -2.557 -0.509 -2.359
H -2.895 1.862 1.281
H -1.277 1.557 0.575
H -2.130 0.252 1.457
C 2.370 -0.216 -0.759
C 1.917 -0.117 0.662
C 2.409 -1.254 1.545
O 1.340 0.872 1.110
H 1.823 -1.049 -1.231
H 3.452 -0.411 -0.847
H 2.135 0.713 -1.305
H 3.472 -1.045 1.751
H 2.326 -2.272 1.127
H 1.852 -1.219 2.497

# 4
The following is a quantum chemistry calculation of 2 unconnected molecules or ions with the total composition C6H12O2 in a non-equilibrium geometry, from the Open Molecules 2025 dataset.

Molecular weight: 116.16 g/mol
Relative energy (zero: lowest compared OMol25 entry of this formula, charge and spin): 372.4 kJ/mol
Lowest unoccupied orbital energy: 0.50 eV
HOMO-LUMO gap: 8.6 eV
SMILES: CC/C=C/C=C/O.O

Positions of all 20 atoms, in Å:
C -0.909 -2.893 -0.848
C -0.207 -1.677 -1.581
C 0.263 -0.647 -0.617
C 0.795 0.500 -0.915
C 0.651 1.614 0.021
C -0.219 2.645 -0.253
O -0.725 3.398 0.777
H -1.955 -2.551 -0.571
H -0.256 -3.180 -0.002
H -1.080 -3.649 -1.539
H -1.026 -1.335 -2.191
H 0.661 -1.937 -2.228
H 0.236 -1.058 0.351
H 1.117 0.744 -1.944
H 0.739 1.330 1.138
H -0.644 2.955 -1.167
H -0.357 3.378 1.731
O 1.140 0.548 3.484
H 1.079 1.458 3.642
H 0.698 0.358 2.715

> Look up the relative energy (zero: lowest compared OMol25 entry of this formula, charge and spin) of the second one.

225.1 kJ/mol

> The highest relative energy (zero: lowest compared OMol25 entry of this formula, charge and spin) belongs to which entry?

number 4